#A
{
  "formula": "C4H4O3",
  "method": "wB97M-V/def2-TZVPD",
  "charge": 0,
  "homo_ev": -10.139,
  "lumo_energy_ev": 0.6240,
  "homo_lumo_gap_ha": 0.396,
  "multiplicity": 1,
  "symbols": ["O", "O", "O", "C", "C", "C", "C", "H", "H", "H", "H"],
  "coordinates": [[0.114, 1.797, -0.325], [-1.483, -2.110, 2.102], [1.029, -1.656, 0.493], [1.139, -0.454, 0.514], [-1.260, -1.125, 1.585], [-0.780, 0.921, -1.025], [0.489, 0.450, -0.474], [-0.765, 1.016, -2.112], [1.979, 0.066, 1.023], [1.316, 0.270, -1.187], [-1.777, 0.824, -0.593]]
}

#B
{
  "formula": "C4H4O3",
  "method": "wB97M-V/def2-TZVPD",
  "charge": 0,
  "homo_ev": -9.221,
  "lumo_energy_ev": 0.2854,
  "homo_lumo_gap_ha": 0.349,
  "multiplicity": 1,
  "symbols": ["O", "O", "O", "C", "C", "C", "C", "H", "H", "H", "H"],
  "coordinates": [[0.206, -1.076, 1.758], [-0.485, -1.418, -0.595], [0.604, 0.406, -1.697], [0.688, -0.639, -0.747], [-0.047, -0.645, 0.485], [-0.696, 0.060, 1.551], [0.134, 1.557, -1.282], [1.609, -1.192, -0.906], [-1.739, -0.158, 1.767], [0.158, 2.152, -2.226], [-0.311, 1.023, 1.872]]
}

#C
{
  "formula": "C4H4O3",
  "method": "wB97M-V/def2-TZVPD",
  "charge": 0,
  "homo_ev": -8.937,
  "lumo_energy_ev": -0.1233,
  "homo_lumo_gap_ha": 0.324,
  "multiplicity": 1,
  "symbols": ["O", "O", "O", "C", "C", "C", "C", "H", "H", "H", "H"],
  "coordinates": [[2.857, -0.063, -1.604], [-1.389, -1.118, 0.350], [1.317, 1.343, 0.493], [-1.389, -0.336, -0.914], [0.414, 0.618, 1.026], [-0.452, -0.230, 0.173], [1.888, -0.292, -1.048], [0.567, 0.104, 2.000], [-1.117, -0.916, -1.791], [-0.642, 1.141, 1.165], [-2.220, 0.359, -0.994]]
}

Which is the most stable structure? #A is the most stable.

#A
{
  "formula": "C4H4O3",
  "method": "wB97M-V/def2-TZVPD",
  "charge": 0,
  "homo_ev": [-8.752, -8.752],
  "lumo_energy_ev": [-0.2282, -0.2275],
  "homo_lumo_gap_ha": [0.313, 0.313],
  "multiplicity": 1,
  "symbols": ["O", "O", "O", "C", "C", "C", "C", "H", "H", "H", "H"],
  "coordinates": [[0.702, -1.593, -0.391], [2.493, 1.233, 0.011], [-2.064, -0.411, 0.166], [0.662, -0.261, -0.859], [1.216, -0.848, 0.628], [1.817, 0.262, -0.052], [-1.204, 0.660, -0.092], [-1.399, 1.265, -0.912], [-2.253, -0.744, -0.684], [0.588, -0.610, 1.505], [-0.558, 1.046, 0.679]]
}

#B
{
  "formula": "C4H4O3",
  "method": "wB97M-V/def2-TZVPD",
  "charge": 0,
  "smiles": "O=CC1(C=O)CO1",
  "homo_ev": -10.102,
  "lumo_energy_ev": 0.1607,
  "homo_lumo_gap_ha": 0.377,
  "multiplicity": 1,
  "symbols": ["O", "O", "O", "C", "C", "C", "C", "H", "H", "H", "H"],
  "coordinates": [[1.777, 1.442, -0.764], [-0.573, -1.186, -0.731], [-2.070, 0.955, 0.546], [-0.965, 1.141, 0.099], [-0.266, -1.221, 0.637], [-0.014, -0.004, -0.161], [1.348, 0.316, -0.695], [-0.572, 2.151, -0.108], [1.919, -0.562, -1.059], [-1.140, -1.165, 1.284], [0.554, -1.866, 0.951]]
}

#C
{
  "formula": "C4H4O3",
  "method": "wB97M-V/def2-TZVPD",
  "charge": 0,
  "smiles": "CC(=O)C(=O)C=O",
  "homo_ev": -9.782,
  "lumo_energy_ev": -1.0330,
  "homo_lumo_gap_ha": 0.322,
  "multiplicity": 1,
  "symbols": ["O", "O", "O", "C", "C", "C", "C", "H", "H", "H", "H"],
  "coordinates": [[2.419, 0.334, -1.037], [0.435, 0.301, 1.728], [-0.115, -1.246, -1.250], [-1.766, 0.163, -0.194], [-0.402, -0.426, -0.410], [0.688, 0.004, 0.583], [2.136, 0.041, 0.095], [-2.486, -0.322, -0.854], [-1.739, 1.239, -0.403], [-2.060, 0.047, 0.854], [2.889, -0.134, 0.887]]
}

#D
{
  "formula": "C4H4O3",
  "method": "wB97M-V/def2-TZVPD",
  "charge": 0,
  "smiles": "O=C1[C@@H]2[C@H](O)[C@]12O",
  "homo_ev": -9.642,
  "lumo_energy_ev": 0.5022,
  "homo_lumo_gap_ha": 0.373,
  "multiplicity": 1,
  "symbols": ["O", "O", "O", "C", "C", "C", "C", "H", "H", "H", "H"],
  "coordinates": [[-1.277, -0.365, -1.569], [-0.476, 1.360, 1.276], [2.559, 0.848, 0.250], [0.759, -0.882, 0.040], [0.093, 0.724, 0.226], [-0.633, -0.455, -0.347], [1.481, 0.368, 0.090], [-1.416, -0.877, 0.299], [0.956, -1.682, 0.735], [-1.430, 1.180, 1.270], [-0.615, -0.220, -2.269]]
}

Which is the most stable structure? #C is the most stable.

#A
{
  "formula": "CH4N2O2S",
  "method": "wB97M-V/def2-TZVPD",
  "charge": 0,
  "smiles": "N[C@@H](S)[N+](=O)[O-]",
  "homo_ev": -9.809,
  "lumo_energy_ev": -0.1522,
  "homo_lumo_gap_ha": 0.355,
  "multiplicity": 1,
  "symbols": ["S", "O", "O", "N", "N", "C", "H", "H", "H", "H"],
  "coordinates": [[-0.087, 1.236, -1.432], [1.377, -0.701, 1.188], [1.504, -1.138, -0.933], [0.906, -0.744, 0.084], [-0.735, 0.326, 1.131], [-0.469, -0.177, -0.137], [0.881, 0.625, -2.149], [-1.299, -1.062, -0.658], [-1.639, 0.337, 1.586], [-0.438, 1.298, 1.321]]
}

#B
{
  "formula": "CH4N2O2S",
  "method": "wB97M-V/def2-TZVPD",
  "charge": 0,
  "homo_ev": -9.925,
  "lumo_energy_ev": 0.6918,
  "homo_lumo_gap_ha": 0.390,
  "multiplicity": 1,
  "symbols": ["S", "O", "O", "N", "N", "C", "H", "H", "H", "H"],
  "coordinates": [[-1.684, 0.028, 0.083], [0.474, 1.032, 1.425], [-2.260, -1.106, -0.567], [-1.126, 1.141, -1.131], [-0.269, -0.903, 0.733], [0.742, -0.132, 1.256], [-0.019, -1.612, 0.027], [1.533, -0.759, 1.693], [-0.624, 1.849, -0.698], [-0.546, 0.702, -1.787]]
}

#C
{
  "formula": "CH4N2O2S",
  "method": "wB97M-V/def2-TZVPD",
  "charge": 0,
  "smiles": "COSO.N#N",
  "homo_ev": -8.775,
  "lumo_energy_ev": 0.6912,
  "homo_lumo_gap_ha": 0.348,
  "multiplicity": 1,
  "symbols": ["S", "O", "O", "N", "N", "C", "H", "H", "H", "H"],
  "coordinates": [[-0.555, 1.050, -1.594], [0.376, 1.481, -0.255], [-2.089, 1.133, -1.065], [-2.567, 0.773, 2.844], [-2.547, -0.260, 3.156], [0.505, 0.472, 0.765], [-2.529, 1.986, -0.901], [0.115, 0.938, 1.620], [-0.246, -0.338, 0.593], [1.520, -0.006, 0.846]]
}

#D
{
  "formula": "CH4N2O2S",
  "method": "wB97M-V/def2-TZVPD",
  "charge": 0,
  "smiles": "[H]/N=C\\ON=O.S",
  "homo_ev": -9.761,
  "lumo_energy_ev": -0.6766,
  "homo_lumo_gap_ha": 0.334,
  "multiplicity": 1,
  "symbols": ["S", "O", "O", "N", "N", "C", "H", "H", "H", "H"],
  "coordinates": [[2.699, -0.744, -0.601], [-1.891, 2.294, 1.651], [-0.850, 1.372, -0.010], [-0.768, -0.976, -0.221], [-1.616, 1.252, 1.177], [-0.496, 0.182, -0.579], [-1.350, -1.056, 0.610], [1.992, -1.716, -1.167], [0.112, 0.376, -1.453], [2.168, -0.982, 0.594]]
}

Which is the most stable structure? #C is the most stable.

#A
{
  "formula": "C5H7ClN2",
  "method": "wB97M-V/def2-TZVPD",
  "charge": 0,
  "smiles": "C#C[C@@](C)(Cl)/C=N\\N",
  "homo_ev": -9.061,
  "lumo_energy_ev": 0.7139,
  "homo_lumo_gap_ha": 0.359,
  "multiplicity": 1,
  "symbols": ["Cl", "N", "N", "C", "C", "C", "C", "C", "H", "H", "H", "H", "H", "H", "H"],
  "coordinates": [[-2.638, -0.411, -0.565], [1.270, -0.962, -0.963], [2.058, -0.533, 0.077], [0.027, -0.666, -1.318], [-0.084, 2.371, -0.471], [-0.606, 1.295, -0.238], [-0.952, -0.692, 1.258], [-0.868, -0.107, -0.328], [0.045, -0.343, 1.842], [-0.888, -1.896, 1.087], [2.972, -0.561, -0.132], [-1.955, -0.137, 1.778], [0.042, 3.489, -0.219], [1.884, 0.431, 0.469], [-0.308, -1.278, -2.278]]
}

#B
{
  "formula": "C5H7ClN2",
  "method": "wB97M-V/def2-TZVPD",
  "charge": 0,
  "smiles": "CCN/C=C(\\Cl)C#N",
  "homo_ev": -8.416,
  "lumo_energy_ev": 0.5813,
  "homo_lumo_gap_ha": 0.331,
  "multiplicity": 1,
  "symbols": ["Cl", "N", "N", "C", "C", "C", "C", "C", "H", "H", "H", "H", "H", "H", "H"],
  "coordinates": [[1.083, 0.818, -2.867], [-0.487, 4.103, -2.010], [0.000, -0.311, -0.271], [0.528, -1.809, 1.617], [0.139, 1.620, -1.680], [-0.254, 0.969, -0.560], [-0.228, 2.976, -1.908], [-0.557, -1.063, 0.862], [1.251, -1.064, 2.015], [-1.020, -0.284, 1.520], [1.052, -2.554, 0.986], [0.056, -2.305, 2.465], [-1.352, -1.795, 0.560], [0.676, -0.798, -0.867], [-0.887, 1.497, 0.139]]
}

Which is the most stable structure? #B is the most stable.

#A
{
  "formula": "C5H7ClN2",
  "method": "wB97M-V/def2-TZVPD",
  "charge": 0,
  "smiles": "C[C@@H](Cl)n1ccnc1",
  "homo_ev": -8.563,
  "lumo_energy_ev": 0.8210,
  "homo_lumo_gap_ha": 0.345,
  "multiplicity": 1,
  "symbols": ["Cl", "N", "N", "C", "C", "C", "C", "C", "H", "H", "H", "H", "H", "H", "H"],
  "coordinates": [[2.230, -0.838, -0.667], [-0.273, -0.259, 0.060], [-1.610, -1.591, 1.564], [-0.387, 0.248, 1.284], [-1.315, -1.644, 0.368], [0.961, 1.410, -1.442], [0.625, 0.007, -1.028], [-1.168, -0.415, 2.117], [-1.506, -0.201, 3.030], [0.168, -0.458, -1.918], [1.450, 1.312, -2.456], [1.816, 1.920, -0.894], [-1.303, -2.633, -0.193], [0.126, 2.043, -1.393], [0.187, 1.099, 1.568]]
}

#B
{
  "formula": "C5H7ClN2",
  "method": "wB97M-V/def2-TZVPD",
  "charge": 0,
  "smiles": "Cl/C=C\\C=N/N1CC1",
  "homo_ev": -9.005,
  "lumo_energy_ev": 0.3973,
  "homo_lumo_gap_ha": 0.346,
  "multiplicity": 1,
  "symbols": ["Cl", "N", "N", "C", "C", "C", "C", "C", "H", "H", "H", "H", "H", "H", "H"],
  "coordinates": [[-4.173, -0.475, 0.005], [1.048, 0.171, -0.005], [0.235, -0.995, 0.005], [-1.658, 0.566, 0.001], [2.280, -0.105, -0.737], [2.288, -0.087, 0.743], [-2.982, 0.780, -0.008], [-1.023, -0.750, 0.010], [-1.008, 1.414, 0.005], [2.342, -1.088, -1.228], [-3.391, 1.761, -0.005], [-1.684, -1.615, -0.020], [2.681, 0.749, -1.271], [2.696, 0.742, 1.286], [2.347, -1.067, 1.219]]
}

Which is the most stable structure? #A is the most stable.

#A
{
  "formula": "C6H12O",
  "method": "wB97M-V/def2-TZVPD",
  "charge": 0,
  "smiles": "CC(C)[C@H]1O[C@H]1C",
  "homo_ev": -10.040,
  "lumo_energy_ev": 1.1147,
  "homo_lumo_gap_ha": 0.410,
  "multiplicity": 1,
  "symbols": ["O", "C", "C", "C", "C", "C", "C", "H", "H", "H", "H", "H", "H", "H", "H", "H", "H", "H", "H"],
  "coordinates": [[1.117, -1.549, 0.066], [-0.809, 0.041, -0.051], [1.732, -0.378, 0.594], [-1.794, -1.031, -0.520], [-1.501, 1.127, 0.774], [0.290, -0.617, 0.753], [2.350, 0.575, -0.396], [-1.271, -1.806, -1.089], [-2.578, -0.602, -1.153], [2.668, 1.492, 0.112], [3.236, 0.114, -0.845], [-0.363, 0.505, -0.939], [-0.793, 1.895, 1.104], [1.661, 0.839, -1.203], [2.358, -0.582, 1.467], [-2.285, 1.618, 0.188], [-0.046, -0.975, 1.733], [-1.974, 0.695, 1.666], [-2.281, -1.513, 0.338]]
}

#B
{
  "formula": "C6H12O",
  "method": "wB97M-V/def2-TZVPD",
  "charge": 0,
  "smiles": "CC[C@H]1C[C@H]1CO",
  "homo_ev": -9.619,
  "lumo_energy_ev": 1.0689,
  "homo_lumo_gap_ha": 0.393,
  "multiplicity": 1,
  "symbols": ["O", "C", "C", "C", "C", "C", "C", "H", "H", "H", "H", "H", "H", "H", "H", "H", "H", "H", "H"],
  "coordinates": [[2.628, -1.310, 0.429], [-2.289, -0.124, 0.699], [0.810, -0.487, -0.565], [0.922, 0.854, -1.267], [-0.417, 0.260, -0.919], [1.399, -0.770, 0.883], [-1.215, 0.841, 0.209], [2.978, -0.540, -0.044], [-0.514, 1.063, 1.025], [0.838, -1.528, 1.461], [-1.656, 1.789, -0.113], [1.210, 0.930, -2.318], [1.270, 1.682, -0.658], [1.696, -0.057, 1.704], [-1.846, -1.061, 1.058], [-0.993, -0.172, -1.738], [1.029, -1.314, -1.256], [-2.985, -0.374, -0.109], [-2.863, 0.317, 1.518]]
}

#C
{
  "formula": "C6H12O",
  "method": "wB97M-V/def2-TZVPD",
  "charge": 0,
  "smiles": "CC1(C)OC1(C)C",
  "homo_ev": -9.936,
  "lumo_energy_ev": 0.9482,
  "homo_lumo_gap_ha": 0.400,
  "multiplicity": 1,
  "symbols": ["O", "C", "C", "C", "C", "C", "C", "H", "H", "H", "H", "H", "H", "H", "H", "H", "H", "H", "H"],
  "coordinates": [[-0.002, -0.911, 1.152], [1.618, 0.892, 0.807], [-1.411, 1.164, 0.663], [-0.732, -0.111, 0.215], [0.742, -0.178, 0.174], [-1.603, -0.971, -0.698], [1.409, -0.899, -0.977], [1.524, -0.179, -1.800], [1.332, 1.019, 1.852], [-2.654, -0.674, -0.611], [2.662, 0.565, 0.791], [0.819, -1.741, -1.347], [-2.420, 0.964, 1.037], [1.564, 1.859, 0.299], [-1.322, -0.908, -1.754], [-1.520, -2.012, -0.368], [-0.845, 1.705, 1.424], [2.409, -1.253, -0.708], [-1.505, 1.814, -0.217]]
}

#D
{
  "formula": "C6H12O",
  "method": "wB97M-V/def2-TZVPD",
  "charge": 0,
  "smiles": "COCC1(C)CC1",
  "homo_ev": -9.117,
  "lumo_energy_ev": 1.0586,
  "homo_lumo_gap_ha": 0.374,
  "multiplicity": 1,
  "symbols": ["O", "C", "C", "C", "C", "C", "C", "H", "H", "H", "H", "H", "H", "H", "H", "H", "H", "H", "H"],
  "coordinates": [[-1.279, -0.160, 0.911], [0.523, 0.291, -2.132], [-0.175, 0.709, 0.525], [1.932, -0.655, -0.287], [-1.763, 0.193, 2.183], [-0.464, -0.493, -1.385], [0.690, 0.172, -0.626], [-0.611, 1.691, 0.322], [-2.603, -0.459, 2.447], [1.826, -1.681, -0.661], [-0.501, -1.563, -1.280], [1.226, -0.333, -2.681], [-1.420, 0.005, -1.248], [0.227, 1.184, -2.667], [-2.117, 1.237, 2.216], [2.851, -0.259, -0.744], [2.120, -0.705, 0.788], [0.463, 0.731, 1.402], [-0.977, 0.073, 2.943]]
}

Which is the most stable structure? #C is the most stable.